(w)
8
Properties=species:S:1:pos:R:3 method="wB97M-V/def2-TZVPD" total_charge=+1 orbital_gap_ev=9.330 smiles=[NH3+]C#CS e_lumo_ev=-4.29
S -1.70 0.73 2.12
N 1.14 -0.38 -1.00
C 0.25 0.04 0.02
C -0.67 0.34 0.85
H 2.04 -0.38 -0.51
H 1.16 0.18 -1.82
H 0.79 -1.32 -1.18
H -3.02 0.79 1.52

---

(x)
8
Properties=species:S:1:pos:R:3 method="wB97M-V/def2-TZVPD" total_charge=+1 orbital_gap_ev=10.367 e_lumo_ev=-4.82
S 0.40 -1.57 -0.18
N -0.02 0.83 0.39
C 1.24 0.22 -0.16
C -0.10 0.00 -0.81
H -0.35 -2.01 1.06
H -0.69 0.03 -1.78
H -0.11 1.84 0.19
H -0.36 0.66 1.30

---

On energetic grounds, (w) is preferred over the next structure by 196.1 kJ/mol.

---

(w)
8
Properties=species:S:1:pos:R:3 method="wB97M-V/def2-TZVPD" orbital_gap_ev="6.734 / 6.736" e_lumo_ev="-2.26 / -2.26"
Br 2.36 0.41 -0.54
S 1.65 -1.48 -0.12
O 0.28 1.43 -0.58
C -0.55 0.49 -0.43
C -0.77 -0.16 0.78
H 0.05 -0.10 1.47
H -1.25 0.24 -1.36
H -1.77 -0.83 0.78

---

(x)
8
Properties=species:S:1:pos:R:3 method="wB97M-V/def2-TZVPD" orbital_gap_ev="6.389 / 8.107" e_lumo_ev="-2.33 / -1.07"
Br 1.70 -1.14 -1.91
S 0.43 2.19 0.94
O -1.66 -0.31 0.24
C 0.58 -0.57 -0.66
C -0.60 -0.97 -0.30
H -0.68 -2.07 -0.06
H 1.72 2.23 1.53
H -1.50 0.65 0.22

---

(y)
8
Properties=species:S:1:pos:R:3 method="wB97M-V/def2-TZVPD" orbital_gap_ev=8.546 smiles="C=C=O.SBr" e_lumo_ev=-0.30
Br -2.01 0.75 0.27
S -1.05 1.37 2.10
O 1.44 -0.19 0.86
C 0.99 -0.68 -0.10
C 0.44 -1.13 -1.21
H 0.70 -2.07 -1.49
H -0.13 -0.46 -1.98
H -0.37 2.40 1.55

---

On energetic grounds, (y) is preferred over the next structure by 222.4 kJ/mol.

---

(w)
15
Properties=species:S:1:pos:R:3 method="wB97M-V/def2-TZVPD" total_charge=+2 orbital_gap_ev=11.592 smiles="[NH2+]=C1C[NH2+]CN1" e_lumo_ev=-8.86
N -2.31 0.03 0.08
N 1.29 -0.43 -0.07
N -0.25 1.19 -0.15
C -0.10 -1.15 0.21
C 1.18 1.00 0.16
C -0.99 0.05 -0.03
H 1.22 1.43 1.25
H -2.81 -0.83 -0.12
H 1.49 -0.45 -1.08
H -0.25 -1.82 -0.60
H -0.59 2.01 -0.45
H -2.82 0.81 -0.28
H 1.92 1.60 -0.45
H 2.13 -0.81 0.44
H -0.10 -1.73 1.05

---

(x)
15
Properties=species:S:1:pos:R:3 method="wB97M-V/def2-TZVPD" total_charge=+2 orbital_gap_ev=11.287 e_lumo_ev=-8.65
N -1.06 0.75 0.26
N 1.22 -0.15 -1.11
N -2.91 -0.28 -0.68
C 2.83 -0.01 0.81
C -1.87 -0.30 0.09
C 2.07 -0.21 -0.30
H 3.87 -0.06 0.45
H 2.48 -0.89 1.39
H -0.29 1.01 0.92
H -3.43 -1.14 -0.95
H -3.05 0.59 -1.16
H -1.60 -1.17 0.71
H -1.45 1.64 -0.16
H 2.58 0.78 1.53
H 0.62 -0.57 -1.80

---

On energetic grounds, (w) is preferred over the next structure by 37.5 kJ/mol.

---

(w)
41
Properties=species:S:1:pos:R:3 method="wB97M-V/def2-TZVPD" total_charge=-1 orbital_gap_ev=9.968 e_lumo_ev=2.65
F 0.27 -0.99 -0.49
F 1.24 0.80 0.71
F 2.41 -0.71 -0.46
F 1.08 0.76 -1.53
O -2.75 -0.67 0.89
O 0.54 2.94 2.76
O 1.25 -3.73 0.06
O -0.36 -0.47 2.37
O -2.43 1.12 -1.26
O -1.47 -3.43 0.89
O 0.76 3.46 -0.08
O -0.11 2.61 -2.89
O 0.86 -0.20 -3.85
O 2.57 -1.34 2.36
O -1.62 2.07 1.24
O -0.85 -2.81 -2.08
B 1.21 -0.05 -0.44
H 1.65 -2.86 -0.06
H 2.56 -0.97 1.48
H 0.69 3.12 1.83
H -2.75 0.24 1.19
H -1.88 -0.98 0.87
H -0.80 2.29 -3.45
H -0.62 -2.24 -1.35
H -1.85 1.72 -0.81
H -0.81 -3.68 0.23
H 0.27 -0.12 1.69
H -0.20 -1.42 2.48
H -0.01 -3.22 -2.28
H 0.41 1.92 -2.51
H 2.62 -0.55 2.88
H 1.85 -4.23 0.64
H -2.30 0.32 -0.78
H -1.01 -3.70 1.63
H 1.27 0.01 -3.05
H 0.99 2.56 -0.15
H -0.07 -0.11 -3.72
H -1.03 2.28 1.98
H -1.73 2.89 0.76
H 0.01 3.55 -0.66
H 0.14 3.77 2.96

---

(x)
41
Properties=species:S:1:pos:R:3 method="wB97M-V/def2-TZVPD" total_charge=-1 orbital_gap_ev=9.958 e_lumo_ev=2.63
F 0.21 0.08 0.41
F 0.02 -0.56 2.65
F -1.63 -0.63 1.23
F 0.05 -2.09 0.87
O 2.61 0.49 3.08
O -2.46 -2.39 -0.92
O 2.84 -2.23 0.23
O 3.23 0.39 -0.43
O -3.82 0.77 0.24
O 0.91 -0.78 -2.55
O -1.18 2.50 -0.58
O 1.40 2.18 1.44
O -1.50 1.93 2.05
O 1.35 2.01 -1.51
O -1.52 0.11 -1.97
O -0.01 -3.28 -1.99
B -0.30 -0.84 1.31
H 2.52 1.04 -0.52
H -1.26 2.45 0.36
H 0.66 -1.51 -2.00
H 1.16 1.74 -2.42
H -3.09 -2.14 -1.62
H -1.74 -0.76 -1.58
H -3.21 0.24 0.75
H -0.64 -0.06 -2.39
H 2.00 -2.47 0.69
H -1.36 1.59 -0.81
H 0.45 2.35 -1.23
H -1.55 1.08 2.47
H 0.90 2.51 2.19
H 1.80 -0.01 3.26
H 0.94 1.37 1.06
H 3.52 0.10 -1.27
H 2.46 1.09 2.33
H -1.04 2.56 2.65
H -2.60 -1.88 -0.08
H -0.29 -3.37 -1.08
H -0.87 -3.22 -2.35
H 2.82 -1.26 0.35
H -3.21 1.19 -0.37
H 1.47 -0.29 -1.98

---

On energetic grounds, (x) is preferred over the next structure by 80.2 kJ/mol.

---

(w)
14
Properties=species:S:1:pos:R:3 method="wB97M-V/def2-TZVPD" total_charge=+1 orbital_gap_ev="8.860 / 8.847" e_lumo_ev="-5.60 / -5.62"
O 0.54 0.35 -0.33
O -0.53 1.81 -1.58
N 1.17 -1.37 1.42
C 2.08 -0.32 1.51
C -1.73 1.40 -1.10
C 0.50 1.19 -1.22
H -1.44 0.92 -0.14
H -2.37 2.18 -0.87
H -2.32 0.65 -1.86
H 1.48 -2.26 0.81
H 2.90 -0.33 0.71
H 1.40 1.44 -1.84
H 0.34 -0.86 1.08
H 0.77 -1.72 2.34

---

(x)
14
Properties=species:S:1:pos:R:3 method="wB97M-V/def2-TZVPD" total_charge=+1 orbital_gap_ev=11.962 smiles=OC[C@]1(O)C[NH2+]1 e_lumo_ev=-3.47
O -1.16 1.43 -0.04
O 2.28 -0.20 -0.12
N -0.93 -0.91 -0.68
C 1.16 0.72 0.03
C -1.00 -0.90 0.74
C -0.50 0.36 0.13
H -0.37 -1.64 1.29
H -2.04 -0.80 1.06
H 2.38 -0.73 0.61
H 1.20 1.18 -0.97
H -0.62 2.14 -0.48
H 1.41 1.43 0.90
H -1.82 -0.89 -1.34
H 0.03 -1.20 -1.12

---

On energetic grounds, (x) is preferred over the next structure by 260.4 kJ/mol.

---

(w)
20
Properties=species:S:1:pos:R:3 method="wB97M-V/def2-TZVPD" orbital_gap_ev=9.292 smiles=CSCC[C@@H](C)N e_lumo_ev=1.06
S -2.34 1.29 0.70
N 0.36 -2.36 -0.04
C -1.10 0.12 -0.34
C -2.50 2.82 -0.13
C 0.26 0.05 0.44
C 1.06 -1.05 -0.25
C 2.59 -1.05 0.27
H 1.14 -0.86 -1.31
H 0.21 -2.44 0.93
H 3.17 -0.31 -0.29
H -1.28 0.69 -1.39
H -2.55 2.97 -1.18
H 0.07 -0.39 1.49
H 0.84 1.05 0.61
H 3.05 -2.06 -0.14
H -1.56 -0.90 -0.63
H 2.82 -1.07 1.42
H -3.51 3.24 0.18
H -1.53 3.51 -0.05
H 0.81 -3.26 -0.30

---

(x)
20
Properties=species:S:1:pos:R:3 method="wB97M-V/def2-TZVPD" orbital_gap_ev=3.332 e_lumo_ev=-3.54
S -3.86 0.01 -0.70
N -0.08 0.63 1.16
C 0.88 -0.71 0.87
C 0.36 1.63 0.24
C 0.98 -1.16 -0.48
C 2.12 -0.72 -1.36
C -1.46 0.23 0.96
H -2.14 1.07 1.00
H -1.46 -0.49 0.12
H -1.72 -0.51 1.75
H 3.01 -0.58 -0.75
H 1.79 -0.27 1.34
H 2.35 -1.56 -2.02
H 2.03 0.20 -1.98
H 0.54 -2.14 -0.51
H -5.19 0.02 -0.87
H 0.32 -1.35 1.62
H 0.03 2.68 0.39
H 0.05 1.38 -0.80
H 1.43 1.65 0.04

---

On energetic grounds, (w) is preferred over the next structure by 448.7 kJ/mol.